Entry 1:
Molecular formula: C50H92F10N2O13S
Method: DFT, ωB97M-V with the def2-TZVPD basis set

Lowest unoccupied orbital energy: -0.933 eV
HOMO level: -7.441 eV
Energy: -4443.57627 Eh
Max |F|: 10.1 eV/Å

```
! wB97M-V def2-TZVPD RIJCOSX def2/J DEFGRID3
* xyz 0 1
S 2.889 -1.288 -0.586
F -0.413 3.949 -1.651
F 2.578 9.541 3.562
F 4.066 7.248 1.761
F 4.384 9.992 5.053
F 1.501 2.538 2.477
F 5.550 7.991 3.985
F 1.462 7.693 6.040
F 2.065 6.678 3.131
F 3.177 8.964 7.324
F 4.235 6.804 5.626
O 3.987 8.436 10.966
O -4.719 0.756 -5.287
O -0.548 2.954 5.043
O -1.398 2.480 0.028
O -6.701 -5.409 -7.811
O 6.536 -6.998 -5.253
O 0.481 0.106 -0.182
O 1.490 4.510 1.146
O -8.401 -0.909 -4.839
O 3.468 -4.193 -2.882
O -4.465 -2.867 3.293
O 4.409 4.496 1.978
O -2.640 -3.258 -6.647
N 3.628 0.885 1.142
N 1.143 2.539 -0.185
C -0.817 -1.970 2.918
C -1.489 -3.487 2.826
C 2.989 0.579 -0.164
C 3.571 6.730 3.079
C -2.494 -1.643 -3.797
C 1.394 3.147 1.130
C -1.348 0.861 -3.026
C -7.906 -3.373 -7.381
C 0.140 0.242 -2.720
C -3.378 -4.954 -8.182
C -6.275 0.397 -7.084
C 3.709 -2.867 2.513
C -3.311 -4.506 -6.737
C 4.585 2.083 0.950
C 3.963 10.836 11.105
C -2.648 -0.030 -3.550
C -0.997 -2.296 -3.551
C -6.068 0.947 -5.688
C -8.866 -0.874 -3.497
C -8.599 -2.202 -2.821
C 0.209 4.084 5.453
C 4.513 -0.179 1.723
C 1.447 1.132 -2.179
C 4.149 7.580 4.358
C -0.571 5.354 5.182
C 4.618 3.074 2.299
C -4.918 -3.142 5.637
C -0.282 2.919 -0.553
C 2.967 -3.858 3.609
C 7.754 -7.059 -4.524
C 4.743 9.566 11.375
C 2.279 -1.524 5.219
C 3.732 -1.220 2.775
C 4.292 -3.262 -3.567
C 0.309 -1.394 -3.025
C 8.925 -7.146 -5.480
C 2.273 -3.141 4.930
C 3.028 -0.535 4.099
C 5.366 -3.994 -4.344
C 0.222 -0.030 1.241
C 1.512 1.154 -0.492
C -0.820 -1.327 1.409
C 4.073 5.167 3.257
C 2.373 8.861 6.049
C -0.883 -3.939 -3.839
C -5.099 -2.268 4.413
C 3.339 8.964 4.696
C -0.481 -4.597 2.130
C -2.339 -0.741 1.026
C -7.460 -4.377 -8.424
H -2.371 -5.049 -8.602
H -0.605 -2.164 0.586
H 1.203 -0.288 1.823
H 3.080 0.631 4.287
H -1.556 2.015 -2.877
H 5.988 -4.596 -3.673
H 8.843 -8.035 -6.114
H 7.828 -6.157 -3.908
H 2.968 -5.030 3.462
H 3.728 0.996 -1.005
H -1.093 -5.282 1.367
H -6.298 2.016 -5.650
H 6.008 -3.290 -4.882
H -0.073 -4.464 -3.177
H -5.348 -4.135 5.471
H -9.936 -0.644 -3.502
H 3.216 4.620 3.864
H 1.308 -1.988 -2.897
H 4.954 9.467 12.444
H 0.398 -4.078 1.520
H -0.517 -4.014 -4.973
H 7.723 -7.928 -3.861
H -6.714 0.429 -4.973
H 1.160 4.085 4.912
H -8.489 -2.568 -7.838
H -3.687 0.530 -3.719
H -9.103 -3.016 -3.353
H 4.209 2.812 0.082
H -2.761 -5.234 -6.135
H 5.214 -0.741 0.964
H -0.803 5.446 4.116
H 9.872 -7.188 -4.934
H 4.734 -2.579 -2.835
H -1.527 5.340 5.716
H -3.141 -2.616 -7.178
H 3.660 -2.680 -4.244
H 3.812 8.530 10.014
H -7.270 -5.838 -7.150
H 5.679 1.738 0.693
H 1.439 2.242 -2.618
H -8.517 -3.858 -6.613
H -2.597 0.235 1.633
H -3.177 -1.558 1.110
H 3.008 10.822 11.639
H 2.380 0.620 -2.659
H 4.258 -3.309 1.558
H -8.320 -4.827 -8.929
H 1.738 -3.853 5.714
H -4.877 -3.736 3.152
H 1.672 9.827 6.065
H 6.476 -7.807 -5.790
H 8.941 -6.279 -6.149
H 3.957 2.664 3.178
H -1.507 -1.316 3.626
H 5.694 9.567 10.834
H -3.889 -5.917 -8.269
H -8.343 -0.067 -2.976
H -6.031 -0.670 -7.118
H -7.040 -2.937 -6.872
H -6.832 -3.892 -9.178
H 4.531 11.717 11.419
H 4.038 -4.699 -2.277
H -0.309 0.869 1.767
H -4.155 1.227 -5.924
H -3.855 -3.287 5.853
H -1.940 -3.833 3.852
H -2.287 -0.448 -0.129
H -7.312 0.532 -7.407
H -3.909 -4.217 -8.793
H 0.420 3.985 6.521
H -4.314 -4.396 -6.314
H -4.648 -1.285 4.576
H 2.104 -1.943 0.407
H -0.004 6.235 5.496
H 5.745 2.992 2.686
H -0.013 -5.285 2.984
H -6.160 -2.129 4.184
H -5.397 -2.692 6.512
H -8.947 -2.190 -1.785
H -7.528 -2.431 -2.832
H -0.722 3.048 4.091
H 3.731 10.928 10.039
H 0.273 -2.010 3.344
H -8.878 -1.624 -5.295
H 1.789 -1.068 6.199
H -2.416 -3.367 2.086
H 5.054 5.071 3.930
H -5.615 0.898 -7.800
H -1.942 -4.451 -3.814
H 5.280 0.387 2.447
H 4.916 -4.685 -5.065
H -3.445 -2.239 -4.134
*
```


Entry 2:
Molecular formula: C5H12IN2
Method: DFT, ωB97M-V with the def2-TZVPD basis set

Lowest unoccupied orbital energy: -3.490 eV
Energy relative to the best compared isomer or geometry (same formula, charge and spin): 51.2 kcal/mol
HOMO level: -12.397 eV
Energy: -604.59769 Eh
Max |F|: 5.2 eV/Å

```
! wB97M-V def2-TZVPD RIJCOSX def2/J DEFGRID3
* xyz 1 1
I -0.769 0.115 -2.733
N 0.737 -0.327 -0.131
N 2.989 -0.377 -0.572
C 1.920 -0.274 0.576
C -1.422 0.510 -0.650
C -1.567 1.992 -0.589
C -2.754 -0.248 -0.373
C -0.325 0.107 0.307
H 2.019 -0.985 1.267
H 2.223 0.732 0.904
H -3.035 -0.136 0.650
H -2.299 2.299 -1.361
H 2.906 -1.315 -0.947
H -3.643 0.065 -0.971
H -2.078 2.215 0.305
H -0.561 2.523 -0.585
H -2.743 -1.439 -0.647
H 2.507 0.362 -1.233
H -0.386 0.494 1.381
H 3.852 -0.256 -0.175
*
```


Entry 3:
Molecular formula: C26H24BrCoN4O2
Method: DFT, ωB97M-V with the def2-TZVPD basis set

Lowest unoccupied orbital energy (spin up / spin down): -5.771 / -8.367 eV
HOMO level (spin up / spin down): -14.111 / -14.093 eV
Energy: -5330.97258 Eh
Max |F|: 0.3 eV/Å

```
! wB97M-V def2-TZVPD RIJCOSX def2/J DEFGRID3
* xyz 2 5
Br -0.241 -2.258 -6.266
Co 0.157 -0.110 0.414
O 1.761 0.138 -0.232
O 3.490 0.886 -1.397
N 0.913 -1.467 1.821
N -1.742 -0.788 0.743
N -0.604 1.445 -0.765
N -0.095 0.947 2.166
C 0.013 2.632 -0.601
C -1.200 1.170 -1.938
C -3.587 -0.469 2.201
C -2.254 -0.291 1.879
C 2.066 -3.447 2.455
C -3.854 -1.725 0.178
C 1.517 -0.478 -4.939
C 0.930 -1.440 -2.404
C -1.181 2.041 -3.004
C 0.080 3.547 -1.637
C 2.659 -2.763 3.508
C 2.355 -1.426 3.711
C 1.129 0.656 2.950
C 2.137 0.076 -3.830
C 2.476 0.266 -1.397
C 1.833 -0.389 -2.557
C 0.601 2.930 0.755
C 1.480 -0.808 2.840
C -4.397 -1.193 1.341
C 0.313 -2.011 -3.505
C -2.523 -1.495 -0.090
C 0.605 -1.511 -4.769
C -0.258 2.406 1.900
C -1.297 0.380 2.836
C 1.197 -2.764 1.633
C -0.508 3.245 -2.854
H 2.273 -4.492 2.274
H -0.453 3.949 -3.675
H 0.584 4.491 -1.483
H 0.747 -1.872 -1.421
H 2.857 0.876 -3.942
H -1.810 1.162 3.398
H 2.794 -0.871 4.529
H -5.442 -1.345 1.577
H 1.623 2.542 0.807
H 0.685 4.011 0.865
H -3.982 -0.052 3.118
H -0.367 -2.845 -3.401
H 1.747 -0.119 -5.932
H -4.451 -2.306 -0.510
H -2.055 -1.886 -0.985
H 3.351 -3.269 4.169
H -1.707 0.219 -2.011
H 0.705 -3.256 0.803
H -0.969 -0.369 3.559
H -0.037 2.950 2.822
H -1.310 2.569 1.664
H 1.948 1.261 2.560
H 0.981 0.938 3.996
H -1.681 1.781 -3.926
*
```


Entry 4:
Molecular formula: C32H58ClN12O20
Method: DFT, ωB97M-V with the def2-TZVPD basis set

Lowest unoccupied orbital energy: -3.338 eV
HOMO level: -10.055 eV
Energy: -3874.83826 Eh
Max |F|: 4.3 eV/Å

```
! wB97M-V def2-TZVPD RIJCOSX def2/J DEFGRID3
* xyz 1 1
Cl -16.225 16.001 -21.577
O -15.618 16.568 -22.776
O -22.039 12.595 -22.152
O -22.798 14.089 -19.051
O -21.214 17.185 -18.234
O -22.634 15.287 -25.212
O -20.908 15.557 -23.921
O -17.563 15.642 -21.945
O -24.086 10.165 -28.016
O -17.704 13.469 -26.823
O -20.836 8.585 -24.207
O -17.850 15.328 -25.650
O -16.231 17.060 -20.593
O -15.486 14.815 -21.220
O -12.202 12.226 -20.079
O -23.037 11.649 -23.907
O -24.079 13.325 -17.555
O -20.428 18.621 -19.667
O -18.944 7.678 -23.811
O -13.638 10.589 -20.182
O -22.648 11.472 -26.981
N -21.510 14.945 -24.824
N -23.153 10.399 -27.266
N -13.063 6.262 -21.362
N -20.129 7.657 -23.828
N -18.521 11.034 -24.529
N -18.345 11.630 -22.343
N -20.718 17.492 -19.305
N -23.014 12.392 -22.892
N -17.207 14.405 -26.177
N -23.206 13.177 -18.374
N -14.718 7.622 -21.938
N -13.198 11.630 -19.716
C -11.779 5.594 -21.311
C -11.767 4.477 -22.415
C -15.928 13.575 -15.349
C -20.426 16.408 -20.296
C -18.772 12.155 -21.061
C -13.378 7.401 -22.046
C -17.755 11.875 -19.933
C -16.879 10.892 -29.223
C -18.058 10.145 -29.314
C -15.835 8.944 -28.180
C -14.236 5.817 -20.806
C -15.539 8.644 -22.442
C -22.633 9.127 -26.618
C -16.990 8.215 -28.416
C -17.415 14.871 -17.322
C -19.164 10.612 -25.752
C -14.016 12.289 -18.658
C -19.147 11.095 -23.303
C -17.835 13.638 -16.814
C -20.905 13.714 -25.383
C -18.130 8.868 -28.858
C -17.028 12.941 -15.929
C -15.768 10.280 -28.595
C -22.533 11.821 -18.448
C -15.287 6.590 -21.231
C -16.333 15.499 -16.699
C -20.776 6.393 -23.352
C -17.140 12.028 -23.021
C -17.221 11.451 -24.286
C -15.745 14.451 -25.899
C -24.225 13.197 -22.537
C -15.607 14.908 -15.688
H -21.385 15.952 -20.540
H -14.962 8.450 -27.779
H -17.365 11.940 -15.702
H -19.780 11.818 -20.818
H -19.080 8.355 -28.903
H -15.587 14.037 -24.904
H -14.866 10.846 -28.412
H -12.708 8.032 -22.611
H -16.943 12.590 -20.066
H -23.228 11.187 -17.898
H -11.537 4.929 -23.379
H -23.990 14.252 -22.679
H -14.779 15.461 -15.269
H -18.830 13.241 -21.124
H -14.063 4.934 -20.208
H -20.076 16.896 -21.206
H -14.949 9.294 -23.088
H -12.726 3.996 -22.613
H -20.427 5.688 -24.106
H -22.987 9.173 -25.588
H -21.462 12.839 -25.047
H -18.294 12.059 -19.003
H -13.343 12.941 -18.102
H -15.277 13.015 -14.694
H -23.097 8.241 -27.052
H -16.206 8.104 -23.114
H -14.908 12.688 -19.143
H -25.006 12.936 -23.251
H -16.988 7.159 -28.191
H -19.030 9.552 -25.968
H -16.037 16.489 -17.013
H -18.768 13.203 -17.141
H -16.748 11.897 -29.599
H -18.710 11.153 -26.583
H -16.339 6.713 -21.023
H -17.373 10.855 -19.891
H -16.380 12.595 -22.504
H -22.246 11.519 -19.455
H -20.140 10.723 -23.100
H -21.849 6.517 -23.208
H -10.964 6.286 -21.523
H -11.100 3.629 -22.260
H -18.977 10.626 -29.614
H -19.841 13.786 -25.159
H -24.503 12.970 -21.507
H -21.607 11.730 -17.880
H -17.936 15.365 -18.129
H -21.553 9.072 -26.755
H -15.372 15.475 -25.892
H -20.981 13.791 -26.468
H -16.007 9.285 -21.695
H -19.648 15.701 -20.008
H -16.528 11.433 -25.115
H -14.430 11.485 -18.050
H -15.216 13.872 -26.656
H -20.250 10.708 -25.732
H -20.317 6.118 -22.403
H -11.717 5.260 -20.275
*
```


Entry 5:
Molecular formula: C2H4BrN
Method: DFT, ωB97M-V with the def2-TZVPD basis set

Lowest unoccupied orbital energy (spin up / spin down): -0.122 / -0.466 eV
Energy relative to the best compared isomer or geometry (same formula, charge and spin): 105.2 kcal/mol
HOMO level (spin up / spin down): -9.391 / -8.301 eV
Energy: -2707.19148 Eh
Max |F|: 2.9 eV/Å

```
! wB97M-V def2-TZVPD RIJCOSX def2/J DEFGRID3
* xyz 0 1
Br -1.801 0.222 -0.136
N 1.651 0.053 -0.172
C -1.057 -1.362 0.024
C 1.146 1.154 -0.004
H 0.054 1.639 -0.328
H -1.090 -1.887 -0.840
H -0.465 -1.719 0.773
H 1.563 1.900 0.683
*
```


Entry 6:
Molecular formula: C24H44N2O5S
Method: DFT, ωB97M-V with the def2-TZVPD basis set

Lowest unoccupied orbital energy (spin up / spin down): 0.579 / 0.335 eV
HOMO level (spin up / spin down): -8.172 / -9.363 eV
Energy: -1824.57496 Eh
Max |F|: 0.9 eV/Å

```
! wB97M-V def2-TZVPD RIJCOSX def2/J DEFGRID3
* xyz 0 3
S -0.805 3.042 6.209
O -1.852 3.897 6.658
O 2.093 0.465 1.327
O 0.210 4.016 5.458
O -0.096 2.230 7.142
O -1.626 -0.858 -1.739
N 2.553 0.019 0.226
N -2.661 -1.172 -2.416
C -3.834 -0.008 -0.608
C -0.992 -2.209 -3.876
C -3.970 -2.502 -0.817
C -5.165 -0.977 -2.432
C 4.005 -0.339 0.318
C -3.906 -1.178 -1.581
C 1.209 3.440 4.583
C 2.895 1.784 5.822
C 2.069 -0.053 -2.238
C 4.831 0.941 0.169
C 0.563 2.781 3.343
C -3.369 -2.283 -4.555
C 2.983 2.039 -1.140
C -0.930 2.457 3.486
C -1.410 2.034 4.874
C 2.084 0.810 -0.961
C 2.140 2.539 5.274
C -2.571 -3.640 -2.573
C -2.416 -2.325 -3.345
C 4.406 -1.372 -0.741
C 4.256 -0.974 1.680
C 4.479 1.735 -1.086
C -3.839 -3.722 -1.725
C 0.650 1.254 -0.701
H 0.004 0.399 -0.510
H 3.610 -1.840 1.829
H -5.403 -1.819 -3.074
H 5.422 -1.709 -0.532
H 3.747 -2.239 -0.700
H 0.663 3.477 2.508
H -2.491 2.179 4.936
H 3.580 1.119 6.272
H 4.663 1.570 1.049
H 0.276 1.766 -1.589
H 1.914 -1.104 -1.999
H -4.909 -2.535 -0.260
H -4.266 -2.882 -4.410
H -3.801 -4.625 -1.113
H 1.147 1.901 3.069
H 2.983 0.038 -2.824
H -1.702 -3.766 -1.919
H -6.016 -0.834 -1.765
H -3.014 -0.117 0.098
H 2.725 2.509 -2.093
H -2.862 -2.680 -5.434
H -5.071 -0.087 -3.054
H -0.254 -2.308 -3.085
H 2.744 2.764 -0.355
H -1.140 1.626 2.807
H 4.796 1.195 -1.983
H 1.243 0.257 -2.877
H 4.402 -0.988 -1.756
H 1.795 4.300 4.261
H -0.827 -3.005 -4.603
H -1.201 0.990 5.102
H 5.890 0.671 0.170
H -0.836 -1.249 -4.372
H 0.580 1.939 0.142
H -1.537 3.292 3.132
H -3.671 -1.262 -4.785
H -2.544 -4.461 -3.295
H -3.703 0.934 -1.142
H -3.162 -2.519 -0.078
H -4.768 0.040 -0.047
H 5.295 -1.306 1.726
H -4.723 -3.824 -2.360
H 4.081 -0.274 2.492
H 5.035 2.675 -1.087
*
```